Model P:
C10H10N2O2 | ωB97M-V/def2-TZVPD

Results
2S+1: 1

Atoms and positions in Å:
H (0.002, 2.190, 0.562)
H (-0.992, -1.326, -2.110)
C (-1.230, -0.862, -1.117)
H (0.189, 1.755, -1.772)
H (-2.224, 0.903, -1.750)
O (2.280, -1.361, 1.424)
N (0.983, 1.183, -1.136)
C (-0.773, -0.995, 1.273)
H (-0.109, -1.519, 1.942)
H (-2.721, 1.584, 0.773)
C (0.791, 1.511, 0.222)
C (1.808, -0.500, 0.794)
C (-1.991, 0.235, -0.876)
C (1.698, 0.153, -1.633)
N (2.276, -0.470, -0.597)
C (-0.545, -1.383, -0.021)
H (-1.636, 0.462, 2.464)
H (0.057, -2.193, -0.302)
H (2.815, -1.397, -0.736)
O (1.711, -0.195, -2.817)
C (-2.217, 0.683, 0.394)
H (0.477, 0.871, 2.250)
C (0.984, 0.656, 1.261)
C (-1.633, 0.015, 1.508)

=====

Model Q:
C10H10N2O2 | ωB97M-V/def2-TZVPD

Results
2S+1: 1

Atoms and positions in Å:
C (0.259, -0.363, -0.615)
C (-1.323, 2.543, 0.523)
N (0.983, -2.867, -1.679)
H (-1.058, -3.073, -1.866)
H (1.264, -3.643, -2.385)
O (0.016, 0.724, -0.229)
H (0.855, 0.610, 2.325)
C (-0.313, -2.382, -1.509)
C (-2.314, 1.931, 2.553)
C (-0.127, 1.895, 0.875)
H (-3.178, 2.046, 3.195)
O (3.143, -2.108, -2.047)
H (-3.319, 3.131, 1.194)
C (-0.763, -1.352, -0.943)
H (-1.355, 3.139, -0.396)
C (-2.429, 2.562, 1.350)
C (2.016, -1.892, -1.747)
H (2.442, -0.035, -0.873)
N (1.662, -0.703, -1.049)
C (-1.175, 1.202, 2.907)
H (-1.163, 0.620, 3.897)
H (0.782, 2.079, 0.249)
H (-1.855, -1.020, -0.712)
C (-0.031, 1.224, 2.053)

=====

Model R:
C10H10N2O2 | ωB97M-V/def2-TZVPD

Results
2S+1: 1

Atoms and positions in Å:
C (2.220, 2.614, -1.397)
H (3.822, 1.382, -2.150)
C (-0.138, -1.150, 1.309)
C (0.749, 0.248, -1.204)
O (1.037, -0.797, 1.067)
H (-0.243, -2.338, -0.390)
C (0.915, 2.648, -0.906)
H (0.442, 3.581, -0.641)
C (2.065, 0.214, -1.653)
N (-0.930, -1.696, 0.225)
C (0.180, 1.455, -0.830)
H (0.122, -0.638, -1.147)
C (-2.865, -1.575, 1.345)
H (-0.831, 1.468, -0.431)
H (2.569, -0.703, -1.918)
C (-2.229, -0.953, 2.314)
H (-2.628, -0.709, 3.186)
O (-2.475, -2.992, -0.698)
H (-3.979, -1.419, 1.383)
C (2.792, 1.407, -1.783)
N (-0.807, -1.012, 2.499)
C (-2.147, -2.215, 0.217)
H (2.757, 3.541, -1.480)
H (-0.399, -0.360, 3.083)

=====

Model S:
C10H10N2O2 | ωB97M-V/def2-TZVPD

Results
2S+1: 1

Atoms and positions in Å:
C (0.677, 0.237, 0.467)
H (1.766, 3.296, 0.420)
N (-0.919, 1.637, -0.446)
H (-1.337, -0.314, -0.242)
H (0.392, -3.368, -2.203)
O (2.636, 1.214, 1.624)
C (-1.321, -1.781, 0.824)
H (-1.892, -2.409, -2.538)
C (-1.392, -2.252, -1.452)
H (1.400, -3.558, -0.046)
C (-2.114, -1.871, -0.411)
H (0.954, -0.828, 0.722)
H (-3.211, -1.487, -0.299)
C (-0.555, 0.380, -0.111)
N (1.264, 2.462, 0.155)
C (-0.130, -2.905, -1.331)
H (-1.705, -1.157, 1.693)
C (-0.049, 2.686, -0.359)
O (-0.216, 3.801, -0.760)
C (1.713, 1.273, 0.801)
H (-2.029, 1.983, -0.567)
C (-0.071, -2.415, 1.027)
C (0.490, -3.127, -0.113)
H (0.395, -2.305, 2.130)

=====

Pick model R: it beats the second-best structure by 113.8 kJ/mol.